ORCA calculation (the ωB97M-V functional and the def2-TZVPD basis) on the molecule C17H22N4O5.

Values from the calculation:
SMILES: C#CCOC(=O)CNC(=O)[C@H](CCCOC)NC(=O)c1cnc(C)cn1
ΔE to the lowest compared entry with this formula, charge and spin, kcal/mol: 58.2

The geometry in XYZ format:
```
48
C17H22N4O5, DFT the ωB97M-V functional and the def2-TZVPD basis
C 2.196 6.355 2.429
C 3.023 5.560 2.850
C 4.008 4.577 3.345
O 3.451 3.285 3.592
C 3.249 2.401 2.588
O 3.618 2.555 1.420
C 2.550 1.119 3.081
N 2.165 0.226 1.968
C 0.933 0.183 1.440
O -0.014 0.824 1.900
C 0.751 -0.682 0.175
C 0.950 0.175 -1.105
C 0.874 -0.632 -2.423
C 1.191 0.200 -3.674
O 0.229 1.237 -3.788
C 0.432 2.083 -4.910
N -0.571 -1.309 0.207
C -0.854 -2.588 -0.062
O 0.006 -3.405 -0.391
C -2.300 -2.999 0.073
C -2.670 -4.354 0.018
N -3.965 -4.748 0.145
C -4.895 -3.779 0.331
C -6.331 -4.246 0.461
C -4.540 -2.429 0.398
N -3.247 -2.031 0.277
H 1.462 7.033 2.053
H 4.834 4.527 2.633
H 4.408 4.970 4.280
H 3.218 0.601 3.767
H 1.687 1.422 3.680
H 2.897 -0.301 1.512
H 1.524 -1.453 0.186
H 0.195 0.965 -1.136
H 1.915 0.684 -1.059
H 1.562 -1.477 -2.376
H -0.122 -1.060 -2.540
H 2.200 0.613 -3.603
H 1.160 -0.441 -4.557
H -0.340 2.853 -4.929
H 1.400 2.584 -4.863
H 0.369 1.526 -5.847
H -1.312 -0.719 0.561
H -1.935 -5.134 -0.135
H -7.017 -3.413 0.616
H -6.638 -4.776 -0.441
H -6.431 -4.930 1.305
H -5.275 -1.652 0.549
```

---

ORCA calculation (the ωB97M-V functional and the def2-TZVPD basis) on the molecule C3H5NO.

Values from the calculation:
SMILES: C=CCN=O
ΔE to the lowest compared entry with this formula, charge and spin, kcal/mol: 75.2

The geometry in XYZ format:
```
10
C3H5NO, DFT the ωB97M-V functional and the def2-TZVPD basis
C -0.349 -0.894 -0.230
C -0.626 0.515 0.212
C 0.265 1.497 0.422
N 1.023 -1.368 0.109
O 1.645 -1.758 -0.886
H -1.028 -1.577 0.291
H -0.524 -0.993 -1.307
H -1.678 0.744 0.373
H 1.331 1.352 0.270
H -0.059 2.481 0.745
```

---

ORCA calculation (the ωB97M-V functional and the def2-TZVPD basis) on a structure of composition C100H118N5O65PV.

Values from the calculation:
Total charge: -1

The geometry in XYZ format:
```
290
C100H118N5O65PV, DFT the ωB97M-V functional and the def2-TZVPD basis
C -0.986 0.884 1.514
C -0.618 0.068 0.230
C -0.201 0.967 -0.978
O 0.110 0.270 -2.252
C 1.399 0.618 -2.735
N 0.636 -0.798 0.613
H 1.313 -0.094 0.872
H 0.465 -1.402 1.404
H 1.111 -1.335 -0.099
H -0.331 1.731 1.718
H -1.150 0.264 2.396
H -1.950 1.356 1.321
H -1.374 -0.644 -0.103
H 0.652 1.577 -0.684
H -0.978 1.680 -1.253
H 1.661 0.008 -3.599
H 2.094 0.240 -1.985
H 1.528 1.670 -2.992
O 1.064 -0.595 6.461
V 1.244 -0.420 4.853
O 0.579 0.950 4.436
P 2.192 -2.018 3.306
O 2.284 -2.378 4.837
O 2.703 -3.051 2.231
O 2.715 -0.534 3.154
O 0.629 -1.754 3.174
C -3.408 7.853 5.825
O -2.833 6.695 5.101
C -2.453 5.573 5.788
C -1.650 4.562 4.894
O -1.587 3.244 5.549
C -2.696 2.454 5.078
H -4.406 7.580 6.169
H -3.666 8.695 5.183
H -2.742 8.247 6.593
H -3.246 5.087 6.356
H -1.747 5.940 6.532
H -0.638 4.958 4.807
H -2.105 4.602 3.904
H -3.624 3.022 5.130
H -2.807 1.575 5.713
H -2.525 2.215 4.028
C 1.626 5.053 -1.838
O 1.062 5.547 -3.116
C 0.490 4.556 -3.956
C 0.385 5.022 -5.443
O -0.844 5.688 -5.710
C -1.142 6.751 -4.817
H 2.530 4.448 -1.897
H 1.048 4.366 -1.220
H 1.706 5.884 -1.137
H -0.459 4.170 -3.585
H 1.124 3.670 -3.949
H 0.389 4.093 -6.012
H 1.229 5.647 -5.735
H -1.969 7.281 -5.289
H -0.324 7.471 -4.815
H -1.524 6.440 -3.845
C -8.299 5.127 -0.862
O -7.542 3.953 -0.798
C -8.189 2.719 -0.422
C -7.137 1.720 0.092
O -6.132 1.165 -0.759
C -6.614 0.195 -1.768
H -8.926 5.053 -1.751
H -7.770 6.065 -1.027
H -8.847 5.460 0.020
H -8.748 2.343 -1.279
H -8.945 2.876 0.347
H -7.628 0.860 0.547
H -6.654 2.137 0.976
H -5.913 -0.135 -2.534
H -7.298 0.742 -2.416
H -7.074 -0.642 -1.243
C -3.724 -2.561 -2.138
O -4.802 -2.467 -1.641
N -2.771 -3.495 -1.752
C -1.620 -3.856 -2.476
C -3.033 -4.396 -0.606
H -3.321 -1.848 -2.874
H -1.581 -4.924 -2.688
H -0.722 -3.431 -2.027
H -1.741 -3.440 -3.476
H -3.784 -4.139 0.141
H -3.306 -5.408 -0.907
H -2.099 -4.530 -0.060
C 2.900 -1.160 -5.982
O 1.993 -1.716 -5.388
N 2.743 -0.491 -7.108
C 3.889 -0.033 -7.912
C 1.310 -0.117 -7.410
H 3.966 -1.250 -5.723
H 3.688 -0.261 -8.959
H 4.846 -0.527 -7.749
H 4.111 1.020 -7.735
H 1.141 0.959 -7.395
H 1.015 -0.416 -8.416
H 0.497 -0.488 -6.785
C 1.728 -5.244 -4.858
O 2.041 -5.722 -5.966
N 2.604 -4.479 -4.137
C 3.942 -4.198 -4.573
C 2.085 -4.029 -2.802
H 0.815 -5.392 -4.260
H 4.522 -3.947 -3.685
H 3.969 -3.369 -5.280
H 4.461 -5.035 -5.041
H 2.901 -3.983 -2.080
H 1.592 -3.069 -2.954
H 1.327 -4.652 -2.327
C -1.001 5.151 0.995
O -0.917 4.047 0.409
N -1.397 6.343 0.538
C -1.812 7.452 1.419
C -1.471 6.667 -0.821
H -1.129 5.192 2.088
H -1.252 7.494 2.354
H -2.889 7.296 1.491
H -1.636 8.436 0.983
H -0.837 7.541 -0.971
H -1.195 5.977 -1.619
H -2.439 7.076 -1.112
C 2.749 2.703 2.464
C 3.147 2.184 1.243
C 3.750 2.984 0.128
O 3.991 2.537 -1.008
C 4.044 4.329 0.604
C 3.747 4.849 1.839
C 2.884 4.129 2.852
O 2.457 4.618 3.899
O 4.118 6.118 2.207
O 2.998 0.862 1.089
H 2.365 2.111 3.282
H 4.638 5.036 0.045
H 3.474 6.435 2.845
H 3.129 0.342 1.885
C -1.166 -7.113 1.111
C -1.081 -7.254 2.417
C -0.168 -6.481 3.254
O 0.155 -6.861 4.384
C 0.486 -5.396 2.521
C 0.446 -5.264 1.175
C -0.311 -6.194 0.322
O -0.438 -6.150 -0.921
O 1.064 -4.233 0.496
O -1.687 -8.275 3.062
H -1.755 -7.846 0.581
H 0.884 -4.596 3.128
H 1.580 -3.832 1.198
H -1.610 -8.199 4.016
C -3.934 3.837 -2.042
C -3.951 3.215 -0.830
C -4.197 3.739 0.536
O -4.245 3.107 1.587
C -4.578 5.123 0.361
C -4.690 5.807 -0.821
C -4.364 5.232 -2.160
O -4.330 5.760 -3.239
O -5.073 7.111 -0.857
O -3.627 1.954 -0.735
H -3.807 3.146 -2.863
H -4.987 5.612 1.232
H -4.751 7.400 -1.714
H -4.434 1.529 -0.435
C -3.515 -3.750 3.585
C -2.663 -2.726 3.603
C -2.448 -1.789 4.838
O -1.589 -0.881 4.979
C -3.485 -2.053 5.864
C -4.284 -3.151 5.868
C -4.361 -4.126 4.732
O -5.063 -5.146 4.733
O -4.968 -3.352 7.020
O -1.838 -2.443 2.560
H -3.459 -4.390 2.717
H -3.625 -1.375 6.693
H -5.448 -4.181 6.961
H -0.969 -2.178 2.870
C 6.739 1.161 4.997
C 5.421 0.885 4.776
C 4.357 1.173 5.724
O 3.118 0.952 5.451
C 4.853 1.817 6.971
C 6.161 2.024 7.177
C 7.189 1.834 6.174
O 8.365 2.132 6.333
O 6.691 2.348 8.377
O 5.099 0.179 3.706
H 7.572 0.735 4.457
H 4.272 2.104 7.835
H 7.649 2.369 8.307
H 4.197 -0.147 3.728
C -6.944 -2.134 2.637
C -5.904 -2.034 1.803
C -5.036 -0.855 1.702
O -4.209 -0.623 0.824
C -5.345 0.154 2.806
C -6.325 -0.065 3.707
C -7.356 -1.087 3.610
O -8.237 -1.224 4.448
O -6.453 0.873 4.666
O -5.637 -2.989 0.899
H -7.533 -3.024 2.476
H -4.682 0.996 2.939
H -7.324 0.861 5.070
H -5.070 -2.627 0.215
C 6.617 -7.214 2.152
C 7.069 -6.431 1.102
C 6.314 -5.346 0.558
O 6.690 -4.698 -0.447
C 5.136 -5.011 1.322
C 4.719 -5.672 2.393
C 5.413 -6.854 2.976
O 5.116 -7.353 4.053
O 3.583 -5.283 3.081
O 8.204 -6.815 0.452
H 7.292 -8.035 2.344
H 4.411 -4.254 1.060
H 3.310 -4.387 2.869
H 8.481 -6.104 -0.130
C 6.713 3.425 -3.296
C 6.491 4.573 -2.644
C 5.105 5.205 -2.731
O 4.660 6.115 -2.058
C 4.294 4.654 -3.811
C 4.516 3.553 -4.445
C 5.853 2.828 -4.338
O 6.132 1.884 -5.030
O 3.606 3.098 -5.325
O 7.421 5.139 -1.892
H 7.658 2.943 -3.094
H 3.298 5.065 -3.885
H 4.076 2.586 -5.988
H 8.100 4.460 -1.899
C 1.289 -4.040 7.785
C 0.176 -4.151 7.063
C -0.997 -4.922 7.385
O -2.068 -4.945 6.823
C -0.823 -5.610 8.692
C 0.328 -5.631 9.394
C 1.512 -4.781 9.012
O 2.568 -4.703 9.641
O 0.438 -6.276 10.589
O 0.094 -3.528 5.826
H 2.034 -3.331 7.458
H -1.579 -6.313 9.011
H 1.356 -6.344 10.862
H 0.913 -3.142 5.508
C -2.926 1.810 -6.010
C -3.654 0.986 -6.813
C -3.680 -0.447 -6.858
O -4.290 -1.247 -7.582
C -2.776 -0.981 -5.867
C -1.936 -0.270 -5.129
C -1.830 1.214 -5.184
O -0.960 1.849 -4.552
O -1.185 -0.874 -4.174
O -4.680 1.516 -7.551
H -3.135 2.869 -5.983
H -2.811 -2.031 -5.618
H -0.708 -0.290 -3.579
H -4.903 2.367 -7.166
C 6.092 -0.745 -1.875
C 6.982 -0.607 -0.837
C 6.599 -0.990 0.647
O 7.467 -0.872 1.512
C 5.303 -1.528 0.757
C 4.404 -1.661 -0.287
C 4.657 -1.192 -1.678
O 3.815 -1.306 -2.630
O 3.228 -2.238 -0.072
O 8.260 -0.200 -0.925
H 6.461 -0.487 -2.856
H 5.175 -1.935 1.749
H 3.184 -2.528 0.843
H 8.582 -0.062 -0.032
C 0.303 -3.685 -8.248
C -0.492 -3.693 -7.131
C -1.705 -4.587 -7.069
O -2.543 -4.579 -6.200
C -1.880 -5.519 -8.243
C -0.985 -5.578 -9.227
C 0.266 -4.689 -9.326
O 1.092 -4.815 -10.205
O -1.265 -6.388 -10.288
O -0.199 -3.057 -5.962
H 1.180 -3.059 -8.325
H -2.751 -6.156 -8.291
H -0.654 -6.229 -11.011
H 0.669 -2.660 -6.072
```

---

no.,HOMO energy (eV),LUMO energy (eV),gap between HOMO and LUMO (eV)
1,-9.544,0.13,9.67
2,-9.463,-0.22,9.25
3,-7.105,-0.59,6.51